This record from OMol25 describes a structure of composition C6H10O. The level of theory is ωB97M-V/def2-TZVPD.

Total energy in hartree: -309.6847
2S+1: 1
Gap between HOMO and LUMO in eV: 9.6
Relative energy (zero: lowest compared OMol25 entry of this formula, charge and spin) in eV: 4.290
LUMO level in eV: 1.0
M in g/mol: 98.14

The geometry in XYZ format:
```
17
C6H10O (ωB97M-V/def2-TZVPD)
C -1.883 0.676 -1.730
C 0.080 -0.760 0.504
C -0.346 0.375 1.405
C 1.011 0.981 0.875
C 1.112 -0.204 -0.132
C 1.664 -1.630 -0.044
O 0.371 -2.100 0.522
H -2.577 -0.167 -1.706
H -2.263 1.478 -1.096
H -1.704 1.012 -2.750
H -1.255 0.921 1.125
H -0.364 0.128 2.469
H 1.778 0.892 1.654
H 0.994 1.991 0.451
H -0.963 0.318 -1.307
H 2.434 -1.741 0.720
H 1.910 -2.172 -0.960
```